(1)
The following is a DFT calculation (the ωB97M-V functional and the def2-TZVPD basis) of a structure of composition C24H36AlBr39I2NO3.

```
106
Properties=species:S:1:pos:R:3:forces:R:3:lowdin_charge:R:1
I 1.56018 1.11606 3.92472 -1.52 -0.24 -0.17 0.807
I 3.24230 2.60956 1.50939 0.20 1.88 -0.26 0.783
Br -1.97045 1.98917 -4.56642 0.15 -0.10 -0.23 0.554
Br -2.00694 -6.29490 -0.86179 0.00 -0.08 0.01 0.555
Br -2.63941 2.47491 6.00498 0.11 -0.17 0.27 0.670
Br 1.80344 -9.08006 1.32556 -0.13 0.08 0.04 0.593
Br 6.87669 -5.94202 -2.67747 0.03 -0.02 0.12 0.556
Br 0.37278 -5.29306 -2.70013 -0.01 0.03 0.05 0.523
Br 0.52474 2.64583 -2.72788 -0.13 -0.14 0.00 0.614
Br 3.65958 2.10028 -7.74701 0.09 -0.01 -0.06 0.511
Br 3.10880 -2.26870 -4.72136 0.18 0.06 -0.56 0.522
Br -2.07808 -11.17816 1.75328 -0.02 0.01 0.01 0.575
Br 4.40418 0.05828 8.60364 0.00 -0.02 0.01 0.552
Br 1.84939 -10.40505 -1.56253 -0.05 -0.02 -0.02 0.600
Br 6.73127 8.06935 -4.42548 0.02 -0.03 0.01 0.572
Br 2.63703 1.89424 6.66214 1.39 -0.20 0.88 0.379
Br 0.06059 -1.53016 -5.20651 -0.04 0.08 0.03 0.577
Br 0.79811 3.10709 -5.88032 -0.22 -0.28 -0.03 0.531
Br 6.56288 2.27210 -6.46371 0.05 -0.01 -0.03 0.576
Br 0.64837 -12.59164 2.56151 0.02 -0.08 0.04 0.549
Br -0.87300 4.99267 5.22245 -0.51 0.12 0.41 0.726
Br 1.74452 3.16604 -12.11717 -0.01 0.01 0.03 0.572
Br 5.79429 -4.45228 -5.24698 0.13 -0.25 -0.08 0.554
Br -8.48467 -0.51752 5.55134 -0.17 0.01 0.10 0.604
Br 5.54731 7.97250 -7.37433 0.01 -0.01 -0.04 0.557
Br -0.11432 3.24878 7.76947 -0.35 0.16 0.00 0.556
Br -1.04459 -13.69722 0.10756 0.00 -0.02 -0.02 0.565
Br 1.78380 -2.07101 -1.77322 0.22 0.38 0.31 0.475
Br 2.58154 0.23438 -11.21503 0.02 0.02 0.05 0.562
Br 3.81996 -8.00543 -0.88909 -0.07 -0.07 0.21 0.566
Br 4.80964 2.47590 -11.62963 -0.01 -0.02 0.02 0.561
Br -7.72820 -3.20003 4.03286 0.02 -0.01 -0.03 0.576
Br -6.65967 -2.68586 6.98206 0.03 0.00 0.01 0.574
Br 5.80811 2.16589 6.67775 0.05 0.00 -0.03 0.563
Br 3.59070 8.19313 -4.87949 -0.03 -0.05 0.00 0.567
Br 4.38177 4.46981 -5.74555 0.04 0.06 -0.02 0.543
Br 3.39821 0.35768 -0.52309 0.15 -1.26 -0.58 0.455
Br 4.76351 -2.56500 -0.77380 0.00 0.00 -0.03 0.557
Br -0.54932 -3.58307 -0.09978 -0.50 -1.04 -0.28 0.666
Br 1.25166 -4.21271 -6.42127 0.04 -0.08 0.01 0.559
Br 4.34791 -7.11312 -4.17885 0.00 0.10 -0.41 0.541
Al -0.37905 1.72127 1.00221 0.03 0.18 -0.02 0.184
O -1.69499 2.85358 0.52644 1.18 -0.86 0.28 -0.215
O 0.54644 -2.30647 2.62649 0.73 -0.17 0.50 0.014
O -1.01337 -0.84655 2.41931 0.34 0.19 0.07 -0.254
N -0.56361 -2.19858 2.31092 -0.91 0.75 -0.07 -0.166
C 1.62114 -2.38951 -5.92145 -0.04 -0.07 0.22 -1.608
C -3.35964 3.38134 2.66175 -0.03 -0.49 0.48 -0.069
C 1.83974 4.53218 3.31528 0.20 -0.02 -0.66 -0.236
C 0.46259 2.50990 2.69481 1.00 -0.82 -1.97 -0.748
C -0.54360 -12.14407 1.12342 -0.02 0.04 0.02 -1.677
C 5.31740 8.64702 -5.58974 -0.01 -0.08 0.01 -1.656
C -0.39015 3.07614 -4.35882 0.12 0.28 0.28 -1.628
C 3.12772 -1.55176 -0.50615 -0.03 0.22 -0.29 -1.551
C -2.96466 2.31252 0.45950 0.00 0.84 -0.27 -0.317
C 5.31817 -5.52195 -3.72559 0.03 0.11 0.08 -1.643
C 4.25426 1.77382 7.74019 -0.33 0.12 0.02 -1.614
C -1.53728 3.90308 6.65576 -0.17 0.02 0.14 -1.587
C 4.69305 2.63477 -6.20865 -0.08 0.01 -0.02 -1.629
C 3.09930 1.80578 -12.19610 0.02 0.03 0.06 -1.654
C -6.51567 3.19152 3.36979 0.03 -0.32 -0.23 -0.070
C -6.08325 1.93567 2.65653 0.07 0.11 -0.14 -0.404
C -0.33989 -5.32595 -0.90036 -0.07 0.26 -0.11 -1.583
C -3.66806 2.20416 1.78265 -0.54 0.78 -0.21 -0.350
C -0.95349 -0.24258 1.07052 -0.32 0.25 0.92 -0.203
C 2.88435 -9.52725 -0.19539 0.05 0.09 0.03 -1.624
C -8.09060 -2.38819 5.73556 0.09 0.03 -0.04 -1.652
C -5.57955 0.90267 3.64177 -0.48 0.35 -0.32 -0.062
C 1.43629 3.60922 2.20026 0.15 -1.48 1.75 -0.823
C -5.15726 2.18895 1.48363 0.82 -1.17 0.80 -0.153
H -5.36166 3.11698 1.01424 -0.54 0.96 -0.56 0.103
H 2.75851 -1.80039 0.47789 0.05 -0.06 0.09 -0.031
H -2.34972 3.70708 2.57822 0.78 0.29 -0.17 0.048
H -3.36963 1.31290 2.29291 0.32 -0.79 0.29 0.119
H -0.30362 2.94790 3.28246 -0.55 0.39 0.90 -0.041
H -4.02489 4.19581 2.50106 -0.48 0.90 -0.42 0.081
H 5.36696 9.72077 -5.64623 0.01 0.13 0.00 -0.037
H -0.75251 4.08551 -4.26437 -0.06 0.12 0.03 -0.042
H 4.36095 2.03119 -5.37927 -0.06 -0.07 0.09 -0.027
H -1.89026 -0.45778 0.58818 -0.65 -0.10 -0.39 0.045
H -0.21018 -0.77637 0.51618 0.81 -0.29 -0.52 -0.010
H 3.19954 1.51490 -13.22762 0.00 -0.04 -0.12 -0.038
H -5.18595 1.40298 4.49965 0.68 0.11 0.67 0.048
H -6.40659 0.32244 3.96925 -0.64 -0.56 0.47 -0.009
H 0.75084 1.80720 -0.14120 -0.01 0.00 -0.03 -0.094
H 2.28677 5.42127 2.93427 0.25 0.93 -0.25 0.066
H -0.00458 -11.48728 0.45822 0.05 0.06 -0.06 -0.115
H 4.21125 2.51485 8.52159 0.03 0.07 0.09 -0.037
H 1.90478 -1.86949 -6.81431 0.00 0.16 -0.29 -0.038
H -3.00073 1.36448 -0.05080 0.02 -0.74 -0.33 0.101
H 4.66881 -4.92698 -3.09835 -0.05 0.10 0.01 -0.058
H -3.56214 2.98498 -0.13461 -0.44 0.46 -0.60 0.114
H 0.36531 -5.87488 -0.29734 0.06 -0.07 0.05 -0.039
H -3.51448 3.06939 3.66820 -0.15 0.04 0.80 -0.026
H -5.31025 1.40562 0.76785 -0.27 -0.54 -0.69 0.118
H 0.99615 4.10995 1.38056 -0.29 0.54 -1.10 0.055
H 2.58520 4.05519 3.89757 0.66 -0.48 0.88 0.015
H -6.98152 1.53477 2.24363 -0.79 -0.39 -0.59 0.114
H -8.96903 -2.86304 6.13708 -0.11 -0.06 0.05 -0.038
H 3.62442 -10.23211 0.14375 0.08 -0.11 0.01 -0.029
H 1.00338 4.73054 3.95039 -0.11 0.30 0.00 -0.073
H -2.15980 4.53252 7.26801 -0.09 0.07 0.07 -0.036
H -4.88165 0.22736 3.21079 0.77 -0.55 -0.26 0.076
H -5.87253 3.40883 4.18946 0.52 0.43 0.71 0.063
H -6.53654 4.00753 2.69196 0.11 0.98 -0.59 0.067
H -7.51555 3.08795 3.71536 -0.93 -0.14 0.67 0.065
```
Forces are in eV/Å.

HOMO in eV: -5.27
LUMO level in hartree: 0.0390
Kohn-Sham gap in Ha: 0.2328
Maximum force in eV/A: 2.35
E_tot in a.u.: -102440.69701
Charge: -1

=====

(2)
The following is a DFT calculation (the ωB97M-V functional and the def2-TZVPD basis) of a cluster of 3 separate species, C24H36BrI2N5O5P2 in total.

```
75
Properties=species:S:1:pos:R:3:forces:R:3:lowdin_charge:R:1
I -1.63165 -2.89041 0.42791 0.28 1.58 0.33 0.750
I -2.38272 -3.75893 -2.69361 0.21 1.24 -1.15 0.684
Br 4.21939 -0.40692 -2.09033 -2.43 0.96 1.06 0.581
P 1.96766 6.19473 1.41315 1.42 2.99 -3.23 0.751
P 1.34137 -2.45869 -2.26803 -0.71 1.59 -2.60 0.682
O 2.85694 7.28142 0.68641 -2.12 -3.49 2.39 -0.509
O -2.61048 -3.14348 3.98376 -0.06 0.21 -0.30 -0.157
O 0.21933 -3.28898 -7.48652 0.18 -0.07 0.08 -0.094
O 5.27691 5.46118 -0.96065 -2.02 -2.07 2.24 -0.137
O 6.78350 6.82688 -0.99770 1.45 -3.72 0.47 0.042
N 0.95434 -2.28877 -3.83073 -0.02 0.92 1.29 -0.344
N 0.81055 3.65245 0.51976 5.69 -1.50 -1.58 0.044
N 3.73975 2.49379 -0.59248 -6.36 3.42 2.97 0.108
N 0.53937 -0.24877 3.75958 2.70 -3.71 -1.52 -0.171
N 6.62656 5.62796 -0.78342 0.00 5.66 -1.03 -0.027
C 1.65189 -2.60123 3.24883 -1.78 6.60 0.75 -0.076
C 2.44246 0.25274 -1.33662 -3.66 0.05 1.05 -0.460
C -3.61853 -5.18771 4.74826 0.01 -0.23 0.09 -0.092
C 2.09212 4.43172 0.60647 -0.84 -4.35 -1.26 -0.238
C -0.95991 1.84761 3.09461 0.28 -0.15 0.98 -0.184
C -3.27172 -3.75191 5.08317 -0.22 -0.21 -0.17 -0.320
C -1.02411 -2.60429 -7.52102 0.35 0.10 0.25 -0.331
C -0.38418 1.33772 -0.17851 1.06 -1.73 -1.48 -0.008
C 0.37355 -1.75548 3.83670 2.68 0.54 -1.21 -0.068
C -0.54454 0.71304 4.24380 0.28 1.19 0.43 -0.166
C 1.10018 -0.71715 -1.44009 1.47 3.50 2.22 -0.229
C -1.79362 1.96852 0.46418 0.44 -1.24 0.09 -0.162
C -2.16498 -1.54784 -2.47798 -1.66 1.35 -0.31 -0.723
C 1.89934 0.06707 3.14334 -0.09 -4.53 -0.19 -0.060
C 2.64759 -1.38072 2.77379 -4.39 0.77 2.11 -0.079
C -0.79008 -1.10868 -7.56947 -0.09 0.24 -0.10 -0.099
C -1.97793 1.25042 1.95177 -0.05 0.57 0.47 -0.192
C -1.75241 -1.13316 -0.94248 0.31 1.91 -0.36 -0.684
C 3.50238 3.82181 0.07080 -0.60 -0.62 -0.57 -0.092
C 0.98026 2.29046 -0.09031 0.22 -0.15 -0.19 -0.096
C 2.42181 1.77263 -0.63866 -0.33 -1.33 -0.64 -0.144
C -0.37715 -0.18935 -0.86026 2.67 3.10 0.96 -0.107
C -3.70275 -0.95531 -2.76320 -0.23 -0.08 0.93 -0.204
C 4.85216 4.78665 0.28229 0.01 -2.98 0.68 -0.152
H -1.79506 0.09225 1.86217 -0.38 2.24 0.08 0.088
H -4.12510 -5.67261 5.58756 0.01 -0.01 -0.12 0.076
H -1.73920 -0.56615 -7.60101 0.07 0.05 0.02 0.070
H -2.66595 -0.49727 -0.51787 2.27 -1.41 -0.79 0.069
H -1.50198 0.14270 4.66479 2.29 0.92 -1.21 0.139
H -3.08063 1.44922 2.35170 2.28 -0.55 -0.99 0.124
H 2.32088 1.15355 2.97258 -1.19 -2.55 0.47 0.092
H -1.57156 -2.93513 -8.40851 0.19 -0.09 0.09 0.111
H 5.72300 4.01495 0.54801 -1.88 1.56 -0.54 0.140
H -0.64991 -2.09578 4.30220 2.38 0.51 -1.20 0.083
H -0.19962 -0.83994 -8.45152 -0.14 -0.07 0.07 0.077
H -0.22313 -0.77672 -6.69359 -0.11 -0.04 0.01 0.062
H 0.69415 -2.99462 -6.69034 -0.23 -0.21 -0.22 0.068
H 2.70938 -2.92910 -2.17042 -0.91 0.40 0.72 -0.022
H -3.95679 -0.89825 -3.91018 0.58 -0.26 2.39 0.088
H -3.83283 0.12517 -2.27307 0.50 -2.18 -1.22 0.082
H -2.60363 -3.71121 5.94850 0.02 0.12 -0.21 0.116
H 0.05070 2.27158 2.67448 -2.04 -0.93 0.54 0.080
H -1.49402 -1.07761 -3.31438 -0.88 -1.37 1.91 0.082
H 1.76786 -3.76518 3.20589 -0.28 2.75 0.09 0.077
H 0.50700 -3.48326 -1.69433 0.66 0.72 0.41 -0.079
H -4.47706 -1.65626 -2.18843 1.62 1.52 -1.44 0.075
H 0.66235 -1.30329 -4.02104 0.49 -1.15 0.16 -0.035
H -1.45240 2.74337 3.71028 0.89 -1.94 -1.48 0.122
H -2.72452 1.65944 -0.20463 2.13 0.61 1.27 0.103
H -4.26950 -5.23405 3.86912 -0.06 0.02 0.13 0.074
H -2.71433 -5.75535 4.50519 -0.09 0.11 0.12 0.079
H 2.14928 6.13931 2.85504 -0.14 -0.44 -0.99 0.012
H 0.57333 6.60567 1.19754 0.98 -1.02 0.52 0.023
H -1.77885 3.13826 0.52896 0.28 -2.39 -0.10 0.110
H -3.21525 -3.17705 3.22275 0.38 0.08 0.31 0.046
H 4.76415 5.49428 1.21471 -0.15 -0.99 -2.23 0.124
H -0.07559 1.30705 5.15773 -1.03 -1.20 -1.86 0.127
H -1.60296 -2.88249 -6.63491 -0.19 0.07 -0.02 0.098
H -4.17201 -3.17446 5.31488 -0.03 -0.08 0.19 0.109
H 3.68715 -1.57205 2.26368 -2.33 0.84 1.19 0.071
```
Forces are in eV/Å.

HOMO in eV: -7.64
LUMO level in hartree: -0.0836
Kohn-Sham gap in Ha: 0.1971
Maximum force in eV/A: 7.81
E_tot in a.u.: -5437.26031

=====

(3)
The following is a DFT calculation (the ωB97M-V functional and the def2-TZVPD basis) of a structure of composition C24H36Cl5GeNO8V.

```
76
Properties=species:S:1:pos:R:3:forces:R:3:lowdin_spin:R:1
Ge -0.53732 0.76888 -2.75680 -0.06 -0.02 0.07 0.006
V 0.03181 -0.31251 -0.01957 -0.20 -0.23 0.17 1.908
Cl 5.03856 -3.14206 -0.20830 -0.03 0.01 0.02 -0.001
Cl 3.05672 -0.84025 -0.80288 0.06 0.11 -0.11 0.006
Cl 1.27095 -5.55221 2.78629 0.01 0.02 -0.02 -0.001
Cl -0.71533 -3.33095 2.15696 0.06 -0.10 -0.05 0.000
Cl 4.14647 -5.51375 1.61507 -0.01 0.02 0.00 0.002
O -1.46752 -0.80495 0.99468 0.21 0.30 -0.48 0.008
O -0.26903 -0.98869 -1.90742 -0.08 0.04 -0.05 0.010
O 0.89973 0.99732 1.03139 0.12 -0.24 -0.09 0.012
O -1.32860 1.16766 -1.07661 0.11 -0.01 0.05 0.005
O 1.20466 3.07581 1.75581 -0.08 -0.07 0.10 0.012
O 1.11446 1.11398 -2.01057 0.13 0.12 -0.07 0.008
O -3.32908 -1.21089 2.10583 0.09 0.04 0.13 0.013
O 2.49104 -0.76403 3.32413 0.04 -0.19 -0.23 0.000
N -0.22177 0.16759 3.40568 0.03 -0.17 -0.08 0.000
C -0.55495 -3.36692 -1.61811 0.00 -0.04 -0.06 0.000
C -2.20381 -0.74557 2.04891 -0.19 0.01 0.14 0.006
C -3.71576 1.00277 -0.68357 0.04 -0.04 0.01 0.000
C -1.65480 0.01860 3.26340 -0.09 -0.12 0.05 0.000
C 3.06139 2.37942 -1.38165 -0.03 -0.10 0.00 0.000
C -0.32850 -2.34626 -3.88010 0.00 -0.02 0.00 -0.001
C -2.50359 1.92765 -0.78511 0.03 -0.09 0.03 0.001
C 1.78392 2.36571 -2.21345 -0.08 -0.09 0.00 0.001
C 2.53473 -2.15127 0.19641 0.14 0.07 -0.14 0.005
C 0.32680 -0.64044 4.48711 0.07 0.00 0.12 0.000
C -2.25264 2.63753 0.53968 -0.01 -0.02 0.01 0.000
C 0.27054 1.51762 3.29781 0.06 0.22 -0.03 -0.001
C 3.44226 -3.17063 0.45249 0.12 -0.14 0.07 -0.002
C 2.13555 2.50090 -3.69509 0.03 0.02 0.00 0.001
C 3.04935 -4.22972 1.25955 -0.04 0.01 -0.02 0.007
C 0.89987 3.52637 -1.77053 0.00 0.04 -0.01 0.000
C 1.22972 -2.10025 0.66445 -0.28 0.17 0.17 -0.014
C 0.83107 1.92833 1.92317 -0.03 0.15 0.04 0.006
C -2.76837 2.96110 -1.87954 0.00 0.06 0.03 0.000
C 1.85373 -0.61352 4.56439 -0.17 0.00 0.18 0.000
C -2.40736 -1.97316 -2.50733 0.00 0.06 0.00 0.000
C 1.75647 -4.23704 1.77132 0.05 -0.03 0.00 -0.002
C 0.88281 -3.19167 1.46316 -0.06 -0.01 0.19 0.003
C -0.89463 -2.15943 -2.47594 0.14 0.02 0.04 0.001
H -2.12627 1.00453 3.20816 -0.03 0.02 0.03 0.000
H 2.83095 2.18064 -0.33630 -0.01 -0.01 0.01 0.000
H 2.20668 0.31634 5.02686 -0.08 0.01 0.05 0.000
H 1.08205 1.69474 4.00618 -0.02 0.01 -0.06 0.000
H 1.82707 -0.69298 2.62308 -0.01 0.06 -0.08 0.000
H -2.68725 -1.12729 -3.13963 0.01 0.01 0.00 0.000
H -0.50490 2.25534 3.53909 0.04 0.02 0.00 0.000
H 0.52381 -3.51091 -1.55463 0.00 0.01 -0.01 0.000
H 0.75825 -2.42872 -3.83131 0.00 0.00 0.00 0.000
H -2.06106 1.90113 1.31953 -0.02 0.01 -0.03 0.000
H -1.00136 -4.25931 -2.06258 0.00 -0.01 0.01 0.000
H -0.73098 -3.25514 -4.33191 0.00 0.00 0.00 0.000
H 2.16262 -1.43064 5.22885 -0.02 0.06 -0.03 0.000
H -0.06047 -0.32906 5.47529 0.02 0.00 -0.01 0.000
H -3.54156 0.19077 0.02042 0.01 0.02 0.01 0.000
H 3.77109 1.63511 -1.74668 0.00 -0.03 0.01 0.000
H -2.91315 2.47938 -2.84801 0.00 -0.02 -0.01 0.000
H -0.58447 -1.50267 -4.52335 -0.01 0.01 0.00 0.000
H -4.59516 1.56324 -0.35751 -0.01 0.01 0.00 0.000
H 0.63805 3.41655 -0.71792 0.00 -0.01 -0.01 0.000
H -2.09313 -0.46733 4.14136 0.04 -0.02 -0.04 0.000
H -3.67762 3.51595 -1.63928 -0.01 0.01 -0.01 0.000
H -0.00990 3.56662 -2.37322 0.04 0.00 -0.01 0.000
H -0.00757 -1.66847 4.32551 0.04 0.04 -0.04 0.000
H -3.93600 0.56710 -1.66001 0.01 -0.02 -0.04 0.000
H -2.77998 -1.79484 -1.49857 -0.02 0.01 0.03 0.000
H 2.72392 1.63928 -4.01561 0.00 0.00 0.01 0.000
H -3.11949 3.23334 0.83408 -0.01 0.01 0.00 0.000
H -1.37954 3.28649 0.46713 0.01 0.02 -0.01 0.000
H -2.88732 -2.86886 -2.90680 0.00 -0.01 0.00 0.000
H -0.95676 -3.25079 -0.61256 -0.02 0.01 0.03 0.000
H 3.53487 3.36096 -1.45231 0.00 0.01 -0.01 0.000
H -1.94848 3.67462 -1.96206 -0.05 -0.02 0.03 0.000
H 1.23569 2.55180 -4.31231 -0.02 0.00 0.00 0.000
H 1.42864 4.47369 -1.90045 0.00 0.01 0.01 0.000
H 2.71922 3.40831 -3.86764 0.00 0.00 -0.01 0.000
```
Forces are in eV/Å.

Relative energy (zero: lowest compared OMol25 entry of this formula, charge and spin) in kcal per mole: 0.0
HOMO (alpha / beta) in eV: -5.80 / -5.84
LUMO level (alpha / beta) in hartree: 0.0919 / 0.0921
Kohn-Sham gap (alpha / beta) in Ha: 0.3052 / 0.3067
Maximum force in eV/A: 0.61
E_tot in a.u.: -6914.94977
Multiplicity: 3
Charge: -1